1.
ORCA calculation (ωB97M-V/def2-TZVPD) on a molecular structure, C34H26Cl2N4O5S4Zr.

Cartesian coordinates (Å):
1 Zr -2.251887 -0.645836 0.253957
2 O -5.393341 -0.862762 5.586981
3 C -5.042359 -0.660689 4.458482
4 S -4.045729 0.713718 3.961232
5 C -4.014119 0.353041 2.243462
6 C -4.649446 -0.776927 1.838272
7 S -4.623388 -1.490970 0.237967
8 S -5.485846 -1.686738 3.084935
9 S -3.125183 1.490901 1.238944
10 C 4.546647 3.475577 1.662315
11 O 3.752339 2.344195 1.343337
12 C 4.238664 1.122040 1.679391
13 C 5.446992 0.895823 2.322177
14 C 5.845666 -0.405992 2.604780
15 C 5.060010 -1.481921 2.233007
16 C 3.859869 -1.257740 1.571502
17 C 3.432254 0.034811 1.315669
18 N 2.219154 0.309801 0.642121
19 C 0.990657 -0.180456 0.958104
20 N 0.897527 -0.891745 2.081451
21 C -0.143715 -1.721281 2.564421
22 C -1.383447 -1.883753 1.957867
23 C -2.231949 -2.833248 2.564639
24 C -1.893929 -3.513814 3.715478
25 C -0.661823 -3.293791 4.324612
26 C 0.216694 -2.408204 3.739279
27 O 1.472479 -2.129656 4.217124
28 C 1.867636 -2.751571 5.425765
29 N -0.051163 0.087369 0.190212
30 C 0.206877 0.828209 -0.985096
31 C -0.291199 2.074690 -1.086226
32 C -0.337570 2.685222 -2.372378
33 C -0.481077 3.146336 -3.518066
34 C -0.137795 -0.621642 -2.799686
35 C 0.760672 0.102706 -2.174393
36 O 2.075084 0.319076 -2.447500
37 C 2.532349 -0.394737 -3.594077
38 H 3.994590 4.339930 1.305942
39 H 5.515556 3.429772 1.160385
40 H 4.695261 3.559553 2.740972
41 H 6.078716 1.722865 2.610590
42 H 6.786669 -0.570136 3.112691
43 H 5.380101 -2.494089 2.437444
44 H 3.246878 -2.089441 1.248037
45 H 2.252321 1.056538 -0.035660
46 H 1.727973 -0.921296 2.656475
47 H -3.190946 -3.048094 2.113739
48 H -2.587195 -4.221396 4.151877
49 H -0.400149 -3.820622 5.230563
50 H 2.868350 -2.386960 5.640612
51 H 1.890912 -3.838604 5.319698
52 H 1.196635 -2.480104 6.243728
53 H -0.773948 2.570439 -0.254200
54 H -0.777797 3.899848 -2.585197
55 H -0.662882 2.127686 -7.692830
56 H -1.040518 3.333734 -4.723930
57 H 3.576435 -0.126576 -3.725747
58 H 1.944624 -0.112470 -4.470253
59 H 2.432082 -1.470206 -3.437436
60 Cl -1.870010 3.273444 -6.017910
61 C -1.354670 1.854633 -6.917685
62 C -1.512454 0.550809 -6.474047
63 C -2.064559 -0.101895 -5.406540
64 Cl -1.954785 -1.863731 -5.407814
65 C -2.758272 0.464216 -4.261217
66 C -3.776251 1.411064 -4.403711
67 C -4.400283 1.955523 -3.291071
68 C -4.027781 1.531815 -2.029563
69 N -3.087077 0.600183 -1.862942
70 C -2.486247 0.081919 -2.938151
71 C -1.420036 -0.842106 -2.469327
72 O -1.794174 -1.636089 -1.485336
73 H -1.051779 -0.120999 -7.195926
74 H -4.091552 1.694460 -5.398387
75 H -5.196475 2.679378 -3.400658
76 H -4.483866 1.916961 -1.127275

Cartesian forces (eV/Å) of the 3 atoms listed first:
Zr -0.9 -0.3 0.0
O 0.0 0.0 0.0
C -0.1 0.0 0.0

## Properties
Molecular weight in Da: 861.00
Largest force on an atom in eV Å⁻¹: 1.23
Orbital gap in eV: 5.439

2.
ORCA calculation (ωB97M-V/def2-TZVPD) on CH3N5Se in the gas phase.

Cartesian coordinates (Å):
1 C 0.628533 0.469067 -0.008147
2 N 0.436287 1.774589 -0.030668
3 N -0.819205 1.941184 -0.159480
4 N -1.522699 0.804770 -0.145922
5 N -0.598910 -0.118978 -0.039901
6 N -0.955115 -1.457694 -0.071717
7 Se 2.153065 -0.574752 -0.037542
8 H -0.568899 -1.917264 0.867945
9 H -1.936954 -1.393887 -0.045322
10 H 3.183893 0.472963 -0.329246

Cartesian forces (eV/Å) of the 3 atoms listed first:
C -0.9 -0.8 0.0
N 2.1 -0.9 -0.2
N -4.3 0.5 0.0

## Properties
Molecular weight in Da: 164.03
Largest force on an atom in eV Å⁻¹: 4.29
Orbital gap in eV: 9.515

3.
ORCA calculation (ωB97M-V/def2-TZVPD) on 2 unconnected molecules or ions with the total composition C2H4OS.

Cartesian coordinates (Å):
1 C 0.905404 1.385557 -0.674353
2 C -0.653705 -0.910724 0.531585
3 O 0.242987 -0.788571 -0.491111
4 S 2.228409 1.481489 -1.391774
5 H -0.014933 1.735446 -0.398985
6 H -0.377589 -0.484668 1.617078
7 H -0.753694 -2.026810 0.524940
8 H -1.576879 -0.391720 0.282620

Cartesian forces (eV/Å) of the 3 atoms listed first:
C 0.9 0.1 1.2
C 0.1 0.7 1.4
O 0.4 -0.3 0.3

## Properties
Molecular weight in Da: 76.12
Expectation value of S²: 2.008
Largest force on an atom in eV Å⁻¹: 2.55
2S+1: 3
Orbital gap (spin up / spin down) in eV: 7.016 / 8.216

4.
ORCA calculation (ωB97M-V/def2-TZVPD) on C4H8O2 in the gas phase.

Cartesian coordinates (Å):
1 C -2.101706 0.655011 0.688147
2 C -0.608304 0.582262 0.829598
3 C 1.090521 -1.538298 -0.431980
4 O 1.503315 -0.375200 -1.128796
5 C 1.318620 0.802948 -0.437398
6 O -0.091016 1.043454 -0.287728
7 H -2.524923 -0.306144 1.005406
8 H -2.454561 1.389905 1.421781
9 H -2.459971 0.919471 -0.314746
10 H 0.087516 -1.424146 -0.006102
11 H 1.775474 -1.780413 0.390599
12 H 1.073844 -2.347568 -1.162527
13 H 1.764792 0.797302 0.565986
14 H 1.708680 1.606946 -1.063578

Cartesian forces (eV/Å) of the 3 atoms listed first:
C 0.0 0.0 0.1
C -0.3 0.3 -0.3
C 0.0 -0.3 0.1

## Properties
Molecular weight in Da: 88.11
Largest force on an atom in eV Å⁻¹: 0.51
Orbital gap in eV: 9.619